No. 1
This record from the OMol25 dataset describes a 2-piece molecular cluster, C4H12 overall. The level of theory is the ωB97M-V functional and the def2-TZVPD basis.

Structure (XYZ):
```
16
Properties=species:S:1:pos:R:3:lowdin_charge:R:1
C -0.25 -3.09 0.54 -0.190
C 0.09 -1.66 0.86 -0.157
H -0.44 -3.78 1.27 0.011
H -1.08 -3.19 -0.16 0.064
H 0.65 -3.63 0.01 0.099
H -0.85 -1.10 0.66 0.075
H 0.27 -1.54 1.84 0.013
H 0.94 -1.51 0.14 0.088
C 0.06 1.77 -1.14 -0.166
C 0.07 2.98 -0.22 -0.195
H -0.18 2.04 -2.19 0.072
H 1.07 1.47 -1.32 0.051
H -0.64 1.04 -0.78 0.044
H 0.68 2.99 0.77 0.086
H -0.84 3.36 0.18 0.034
H 0.57 3.86 -0.71 0.070
```

The value obtained for the LUMO energy is 1.16 eV. As for the spin multiplicity: 1. The energy is -159.537424 hartree.

***

No. 2
This record from the OMol25 dataset describes a 13-piece molecular cluster, C6H36NO13 overall. The level of theory is the ωB97M-V functional and the def2-TZVPD basis.

Structure (XYZ):
```
56
Properties=species:S:1:pos:R:3:lowdin_charge:R:1
C -1.51 0.47 0.46 -0.263
O -1.65 1.02 -0.80 -0.128
C -0.39 -0.63 0.40 -0.345
C -0.19 -1.12 1.79 -0.137
C 1.42 -1.10 1.90 -0.203
C 2.99 0.17 3.12 0.008
C 1.76 0.09 2.63 -0.213
N -0.97 -1.69 -0.44 0.018
H -2.50 0.14 0.80 0.092
H -1.37 1.33 1.04 0.041
H 0.49 -0.14 -0.16 0.162
H -0.74 -0.46 2.49 0.117
H -0.56 -2.13 2.14 0.128
H 1.84 -0.99 0.88 0.119
H 1.61 -1.96 2.58 0.131
H 3.60 -0.79 3.14 0.086
H 3.50 1.01 3.39 0.009
H 1.26 0.99 2.69 0.074
H -1.80 -2.19 -0.08 0.094
H -1.22 -1.33 -1.38 0.007
H -1.39 -1.03 -3.21 -0.008
H 0.95 -1.63 -2.71 0.026
O 1.81 -1.21 -2.54 -0.056
H -1.55 0.37 -1.59 0.050
H -0.04 0.81 -3.15 0.075
O -0.83 -0.52 -2.64 -0.339
H 0.45 2.06 -3.84 -0.048
H 2.34 2.14 -2.93 -0.030
O 0.67 1.60 -3.16 -0.056
H -1.80 2.13 2.89 -0.011
H -3.01 2.64 2.71 0.001
O -2.66 1.94 3.25 -0.037
H -2.62 2.57 -0.44 -0.007
H -2.98 3.52 0.71 -0.007
O -3.28 2.88 0.14 -0.008
H -4.87 1.13 1.57 0.093
H -3.77 0.71 0.33 0.061
O -4.53 0.33 0.97 -0.188
H 1.63 2.93 -1.76 0.019
H 0.50 2.39 -0.93 -0.051
O 1.22 2.95 -0.85 -0.059
H 1.36 -0.44 -2.24 -0.035
H 3.88 1.85 -2.90 0.056
O 3.17 2.36 -2.51 -0.065
H 1.19 -2.88 -1.14 0.033
H 0.79 -3.38 0.33 0.021
O 1.44 -3.38 -0.35 -0.051
H -0.27 -5.02 -0.45 -0.023
H -1.32 -3.91 -0.48 0.012
O -1.12 -4.82 -0.16 -0.056
H -0.39 2.32 0.82 -0.019
H 0.08 3.75 1.34 0.010
O -0.45 3.03 1.44 0.007
H 3.11 -3.51 -0.15 -0.083
H 4.07 -2.23 -0.36 0.063
O 3.97 -3.19 -0.12 -0.089
```

The value obtained for the LUMO energy is 2.66 eV. As for the spin multiplicity: 1. The energy is -1282.957980 hartree. The total charge is -1.

***

No. 3
This record from the OMol25 dataset describes C29H33I2N4O2Ti as an isolated structure. The level of theory is the ωB97M-V functional and the def2-TZVPD basis.

Structure (XYZ):
```
71
Properties=species:S:1:pos:R:3:lowdin_charge:R:1
Ti -0.79 -0.96 -0.05 1.017
N -2.44 -1.63 1.13 0.034
C -1.86 -1.85 2.45 -0.244
C -1.90 -3.12 2.99 -0.007
C -1.32 -3.36 4.22 -0.038
C -0.71 -2.32 4.91 -0.037
C -0.66 -1.05 4.35 -0.011
C -1.23 -0.78 3.10 -0.149
C -1.11 0.57 2.50 -0.199
C -1.24 1.70 3.31 -0.009
C -1.09 2.97 2.78 -0.040
C -0.83 3.14 1.43 -0.059
C -0.72 2.02 0.61 -0.111
C -0.84 0.73 1.13 -0.169
H -2.87 -2.49 0.80 0.067
H -3.16 -0.91 1.18 0.137
H -2.39 -3.93 2.45 0.126
H -1.35 -4.35 4.65 0.121
H -0.25 -2.50 5.87 0.120
H -0.16 -0.26 4.88 0.123
H -1.48 1.58 4.36 0.125
H -1.19 3.83 3.42 0.120
H -0.72 4.13 1.01 0.114
H -0.52 2.17 -0.45 0.080
I -2.51 -3.22 -2.16 0.229
I -2.31 -5.79 -2.72 0.197
C 0.91 -1.55 -4.40 -0.018
C 1.27 -0.66 -3.25 -0.239
C 1.47 0.70 -3.42 0.001
C 1.80 1.54 -2.35 -0.252
C 2.03 3.01 -2.57 -0.019
C 1.94 0.99 -1.09 0.001
C 1.78 -0.39 -0.90 -0.213
C 1.43 -1.21 -1.97 0.007
N 1.96 -0.91 0.43 -0.008
C 3.09 -0.52 1.36 -0.510
C 3.49 -1.79 2.11 -0.021
C 4.28 -0.04 0.53 -0.015
C 2.60 0.54 2.35 -0.003
H 0.95 -1.01 -5.35 0.089
H -0.10 -1.95 -4.28 0.062
H 1.59 -2.40 -4.46 0.099
H 1.39 1.13 -4.41 0.136
H 1.33 3.41 -3.30 0.083
H 3.03 3.18 -2.97 0.102
H 1.94 3.58 -1.65 0.086
H 2.17 1.63 -0.25 0.113
H 1.35 -2.28 -1.84 0.128
H 3.82 -2.56 1.42 0.100
H 2.67 -2.18 2.71 0.081
H 4.32 -1.55 2.77 0.101
H 4.48 -0.71 -0.31 0.104
H 5.16 -0.06 1.18 0.104
H 4.18 0.98 0.16 0.081
H 1.78 0.15 2.95 0.076
H 2.27 1.45 1.85 0.078
H 3.42 0.81 3.02 0.106
O 0.31 -2.42 0.19 -0.249
N 0.98 -1.56 1.06 -0.026
O -1.82 -0.23 -1.49 -0.327
N -2.57 0.66 -2.14 -0.125
C -3.90 0.56 -2.09 0.023
C -4.69 1.46 -2.76 0.013
C -4.08 2.48 -3.49 0.005
C -2.69 2.55 -3.53 0.016
C -1.94 1.63 -2.84 0.031
H -4.28 -0.27 -1.51 0.138
H -5.76 1.37 -2.72 0.135
H -4.68 3.20 -4.03 0.135
H -2.19 3.32 -4.09 0.133
H -0.86 1.58 -2.81 0.123
```

The value obtained for the LUMO energy (spin up / spin down) is -6.57 / -6.98 eV. As for the spin multiplicity: 2. The energy is -2938.670241 hartree. The total charge is +2.

***

No. 4
This record from the OMol25 dataset describes a 4-piece molecular cluster, C24H50BrN5O8 overall. The level of theory is the ωB97M-V functional and the def2-TZVPD basis.

Structure (XYZ):
```
88
Properties=species:S:1:pos:R:3:lowdin_charge:R:1
O -0.28 -4.57 -0.70 0.182
C -0.34 -3.42 -0.92 -0.644
O 0.51 -2.54 -0.35 0.032
N -1.33 -2.92 -1.84 -0.349
Br -0.84 -1.25 -2.60 0.812
C -2.60 -2.84 -1.12 -0.314
C -2.98 -1.77 -0.34 -0.048
C -4.20 -1.88 0.32 -0.053
C -4.98 -3.02 0.18 -0.124
N -4.62 -4.04 -0.60 0.087
C -3.45 -3.93 -1.23 -0.069
H 0.03 -1.86 0.14 0.112
H -2.38 -0.89 -0.24 0.089
H -4.54 -1.08 0.95 0.105
H -5.92 -3.10 0.70 0.109
H -3.15 -4.75 -1.86 0.125
C 5.16 1.53 4.12 -0.108
O 5.83 1.24 2.91 -0.208
C 6.48 -0.02 2.89 -0.209
C 5.75 -1.03 2.02 -0.216
N 4.48 -1.43 2.61 -0.050
C 3.58 -2.16 1.72 -0.189
C 3.15 -1.51 0.40 -0.224
O 2.25 -0.42 0.55 -0.192
C 2.84 0.82 0.89 -0.092
H 4.93 2.60 4.12 0.077
H 4.22 0.99 4.22 0.077
H 5.79 1.31 4.98 0.091
H 6.63 -0.40 3.90 0.122
H 7.47 0.14 2.45 0.122
H 6.38 -1.91 1.90 0.125
H 5.63 -0.57 1.03 0.103
H 4.00 -0.61 2.96 0.065
H 2.68 -2.38 2.29 0.122
H 4.05 -3.12 1.48 0.121
H 2.59 -2.27 -0.14 0.096
H 3.99 -1.24 -0.23 0.117
H 3.81 0.95 0.41 0.088
H 2.94 0.93 1.97 0.073
H 2.17 1.61 0.53 0.089
C -11.75 -2.78 -3.77 -0.116
O -11.43 -4.13 -4.05 -0.191
C -10.50 -4.32 -5.11 -0.217
C -9.14 -4.75 -4.60 -0.218
N -8.46 -3.68 -3.88 -0.051
C -7.28 -4.08 -3.12 -0.200
C -7.41 -5.15 -2.03 -0.234
O -8.12 -4.73 -0.88 -0.186
C -9.53 -4.75 -0.98 -0.101
H -12.64 -2.78 -3.15 0.088
H -10.95 -2.27 -3.23 0.074
H -11.97 -2.23 -4.69 0.087
H -10.42 -3.42 -5.73 0.121
H -10.89 -5.12 -5.73 0.121
H -8.52 -5.05 -5.45 0.123
H -9.29 -5.64 -3.97 0.103
H -9.11 -3.23 -3.26 0.065
H -6.89 -3.18 -2.64 0.113
H -6.52 -4.42 -3.83 0.118
H -6.41 -5.37 -1.69 0.093
H -7.82 -6.09 -2.42 0.113
H -9.88 -5.58 -1.59 0.088
H -9.92 -3.81 -1.39 0.070
H -9.94 -4.86 0.02 0.087
C 6.29 9.16 1.74 -0.115
O 7.40 8.36 2.08 -0.191
C 7.23 7.57 3.25 -0.218
C 7.06 6.10 2.94 -0.215
N 5.78 5.83 2.30 -0.047
C 5.64 4.50 1.71 -0.189
C 6.64 4.05 0.64 -0.221
O 6.51 4.71 -0.61 -0.178
C 7.11 5.99 -0.69 -0.101
H 6.63 9.89 1.00 0.089
H 5.47 8.58 1.29 0.074
H 5.90 9.70 2.61 0.087
H 6.40 7.95 3.86 0.121
H 8.15 7.69 3.84 0.121
H 7.11 5.54 3.87 0.123
H 7.91 5.80 2.31 0.104
H 5.60 6.52 1.59 0.066
H 4.65 4.45 1.27 0.124
H 5.67 3.76 2.51 0.084
H 6.42 3.00 0.44 0.117
H 7.68 4.09 0.99 0.114
H 8.03 6.05 -0.11 0.088
H 6.42 6.77 -0.36 0.071
H 7.34 6.18 -1.74 0.088
```

The value obtained for the LUMO energy is -0.16 eV. As for the spin multiplicity: 1. The energy is -4393.978798 hartree.

***

Repeat the second record exactly.
This record from the OMol25 dataset describes a 13-piece molecular cluster, C6H36NO13 overall. The level of theory is the ωB97M-V functional and the def2-TZVPD basis.

Structure (XYZ):
```
56
Properties=species:S:1:pos:R:3:lowdin_charge:R:1
C -1.51 0.47 0.46 -0.263
O -1.65 1.02 -0.80 -0.128
C -0.39 -0.63 0.40 -0.345
C -0.19 -1.12 1.79 -0.137
C 1.42 -1.10 1.90 -0.203
C 2.99 0.17 3.12 0.008
C 1.76 0.09 2.63 -0.213
N -0.97 -1.69 -0.44 0.018
H -2.50 0.14 0.80 0.092
H -1.37 1.33 1.04 0.041
H 0.49 -0.14 -0.16 0.162
H -0.74 -0.46 2.49 0.117
H -0.56 -2.13 2.14 0.128
H 1.84 -0.99 0.88 0.119
H 1.61 -1.96 2.58 0.131
H 3.60 -0.79 3.14 0.086
H 3.50 1.01 3.39 0.009
H 1.26 0.99 2.69 0.074
H -1.80 -2.19 -0.08 0.094
H -1.22 -1.33 -1.38 0.007
H -1.39 -1.03 -3.21 -0.008
H 0.95 -1.63 -2.71 0.026
O 1.81 -1.21 -2.54 -0.056
H -1.55 0.37 -1.59 0.050
H -0.04 0.81 -3.15 0.075
O -0.83 -0.52 -2.64 -0.339
H 0.45 2.06 -3.84 -0.048
H 2.34 2.14 -2.93 -0.030
O 0.67 1.60 -3.16 -0.056
H -1.80 2.13 2.89 -0.011
H -3.01 2.64 2.71 0.001
O -2.66 1.94 3.25 -0.037
H -2.62 2.57 -0.44 -0.007
H -2.98 3.52 0.71 -0.007
O -3.28 2.88 0.14 -0.008
H -4.87 1.13 1.57 0.093
H -3.77 0.71 0.33 0.061
O -4.53 0.33 0.97 -0.188
H 1.63 2.93 -1.76 0.019
H 0.50 2.39 -0.93 -0.051
O 1.22 2.95 -0.85 -0.059
H 1.36 -0.44 -2.24 -0.035
H 3.88 1.85 -2.90 0.056
O 3.17 2.36 -2.51 -0.065
H 1.19 -2.88 -1.14 0.033
H 0.79 -3.38 0.33 0.021
O 1.44 -3.38 -0.35 -0.051
H -0.27 -5.02 -0.45 -0.023
H -1.32 -3.91 -0.48 0.012
O -1.12 -4.82 -0.16 -0.056
H -0.39 2.32 0.82 -0.019
H 0.08 3.75 1.34 0.010
O -0.45 3.03 1.44 0.007
H 3.11 -3.51 -0.15 -0.083
H 4.07 -2.23 -0.36 0.063
O 3.97 -3.19 -0.12 -0.089
```

The value obtained for the LUMO energy is 2.66 eV. As for the spin multiplicity: 1. The energy is -1282.957980 hartree. The total charge is -1.